This record from OMol25 describes C36H46BiFN8O9 as an isolated structure. The level of theory is ωB97M-V with the def2-TZVPD basis set.

Properties
Gap between HOMO and LUMO ... 5.70 eV
Energy above the lowest of the compared OMol25 structures with the same formula, charge and spin ... 0.0 kcal per mole
LUMO level ... -0.172 Eh

The geometry in ORCA input format:
```
! wB97M-V def2-TZVPD RIJCOSX def2/J DEFGRID3
* xyz 2 1
O -0.838 2.409 -0.421
F 5.472 1.182 -4.562
H -4.288 -3.346 2.844
H -0.405 5.804 -4.842
O -2.270 2.853 -2.091
C -0.889 -3.363 2.456
C 0.857 5.651 -6.606
H -0.968 4.495 -3.496
H -2.993 2.749 -1.371
N 2.331 -1.743 -0.546
N 0.885 4.256 -4.367
H 5.557 4.771 -9.373
H 1.050 -0.956 5.029
C 0.236 -4.080 2.924
H 1.170 7.542 -5.445
H 5.808 -2.838 -1.792
C 4.956 3.484 -7.715
O 2.618 0.951 0.709
H 0.932 -5.583 4.279
H 3.026 4.627 -6.003
C -1.184 -5.307 4.458
C -1.064 2.690 -1.577
H 1.668 -4.245 1.325
H 7.202 5.210 -6.093
H 8.550 4.113 -6.487
H 7.021 2.174 -6.506
H -5.851 1.204 0.249
C -0.066 3.898 -3.470
H 2.345 0.991 -0.235
C 3.223 -0.182 1.048
H 1.447 4.917 -7.133
H 7.485 3.632 -8.561
H -1.659 -1.082 4.406
C 3.406 1.679 -3.573
H -3.880 0.373 1.419
C 1.516 6.524 -5.555
C 0.036 2.891 -2.568
C -0.855 -0.359 4.308
C 0.562 5.447 -5.156
C 6.664 3.109 -6.050
C 1.221 2.082 -2.525
C -4.901 1.190 -0.290
N -2.629 0.195 -0.219
H 0.065 6.080 -7.203
O -2.140 0.941 2.815
H 0.308 -2.101 4.059
H 0.443 -4.668 -2.968
H 2.375 -4.290 2.943
H -3.344 -1.850 2.741
O 0.090 -2.733 -1.781
H 5.435 5.599 -7.798
Bi -0.322 -0.942 0.325
C 7.478 4.278 -6.581
H 2.568 6.398 -5.348
C -1.050 0.434 3.009
C 4.253 3.039 -5.376
C 5.701 4.670 -8.299
H 3.889 3.620 -7.871
H 5.576 -1.092 -0.016
O 1.385 1.137 -1.745
H 5.242 2.577 -8.272
C 1.164 -3.250 -1.978
N -4.258 2.523 -0.295
H 1.821 -2.763 2.245
N 7.177 4.464 -8.051
C 3.433 -1.192 -0.057
C -2.291 -4.615 3.979
N 0.451 -1.091 4.219
C 4.711 -1.555 -0.470
C 4.376 1.966 -4.481
H -0.848 0.300 5.172
H -4.404 -0.833 0.253
C 3.098 3.794 -5.329
H -3.903 2.737 0.635
H 0.892 -0.698 3.385
C -3.363 -2.911 2.466
C 2.237 2.445 -3.522
H 3.731 -3.895 -2.706
H -4.951 3.236 -0.500
H -2.215 1.112 -0.042
O 1.321 -4.368 -2.681
C 0.064 -5.038 3.923
C 4.832 -2.527 -1.444
H 7.713 5.248 -8.425
H -1.299 -6.055 5.231
H -2.690 0.102 -1.233
C 2.066 3.513 -4.417
O -0.019 0.434 2.238
C 2.461 -2.692 -1.473
H 6.850 3.033 -4.982
C -3.982 0.166 0.356
C -2.168 -3.652 2.990
O 3.589 -0.407 2.169
N 5.261 3.335 -6.311
C 1.596 -3.829 2.336
H 3.512 0.837 -2.901
H -3.275 -4.832 4.380
H -5.115 0.917 -1.326
C 3.683 -3.116 -1.959
N -0.757 -2.341 1.559
H -3.381 -2.939 1.374
*
```